No. 1
Computed, not measured: a molecular structure, C27H16Br4N5O2Tc, with ωB97M-V/def2-TZVPD.

Results
Relative energy (zero: lowest compared OMol25 entry of this formula, charge and spin) in kcal per mole: 0.0
Multiplicity: 4
Net charge: -1
Kohn-Sham gap (alpha / beta) in eV: 6.057 / 5.994
Expectation value of S²: 3.765
E_LUMO (alpha / beta) in Ha: 0.0917 / 0.0910

Geometry (Å):
1 Tc 0.409 0.191 -1.088
2 N -1.348 4.125 -0.057
3 C -0.354 3.291 -0.467
4 N -0.009 2.215 0.134
5 C -0.736 1.812 1.270
6 N -0.657 0.615 1.719
7 N 0.115 -0.222 0.939
8 C 0.332 -1.405 1.492
9 C 2.291 -2.050 0.099
10 C 3.514 -2.766 0.129
11 C 4.551 -2.426 -0.698
12 C 4.402 -1.359 -1.589
13 C 3.200 -0.698 -1.585
14 N 2.171 -1.023 -0.778
15 C -1.614 2.799 1.911
16 C -2.183 2.611 3.168
17 C -3.064 3.540 3.689
18 C -3.393 4.674 2.953
19 C -2.835 4.883 1.706
20 C -1.943 3.948 1.189
21 H -1.595 4.914 -0.627
22 H 0.151 3.574 -1.385
23 H -0.274 -1.627 2.369
24 H 3.626 -3.573 0.838
25 H 5.482 -2.977 -0.648
26 H 5.185 -1.059 -2.269
27 H 2.998 0.115 -2.273
28 H -1.927 1.709 3.707
29 H -3.507 3.383 4.664
30 H -4.090 5.399 3.354
31 H -3.089 5.762 1.125
32 Br -4.355 3.069 -5.371
33 C -2.772 2.281 -4.695
34 C -1.645 2.164 -5.491
35 Br -1.655 2.789 -7.279
36 C -0.479 1.587 -4.963
37 Br 1.111 1.430 -5.977
38 C -0.424 1.113 -3.657
39 O 0.644 0.584 -3.114
40 C -1.597 1.217 -2.838
41 O -1.526 0.773 -1.611
42 C -2.736 1.812 -3.374
43 Br -4.213 1.984 -2.202
44 C 1.252 -2.350 1.063
45 C 1.222 -3.677 1.710
46 C 1.374 -4.848 0.958
47 C 1.313 -6.101 1.546
48 C 1.085 -6.230 2.909
49 C 0.929 -5.082 3.673
50 C 1.006 -3.829 3.085
51 H 1.524 -4.769 -0.112
52 H 1.429 -6.984 0.929
53 H 1.030 -7.209 3.369
54 H 0.760 -5.157 4.741
55 H 0.914 -2.947 3.707

***

No. 2
Computed, not measured: 2 unconnected molecules or ions with the total composition C7H8NO5 at a distorted geometry, with ωB97M-V/def2-TZVPD.

Results
Relative energy (zero: lowest compared OMol25 entry of this formula, charge and spin) in kcal per mole: 99.0
Net charge: -1
Kohn-Sham gap in eV: 8.439
E_LUMO in Ha: 0.1149

Geometry (Å):
1 C -1.345 -2.398 -0.633
2 C -0.505 -1.337 -2.659
3 C 1.644 1.361 1.301
4 C 1.304 -0.661 2.643
5 C 0.594 0.762 0.337
6 C -0.009 1.878 -0.456
7 C -0.695 1.072 -1.582
8 N -0.791 -1.853 -1.634
9 O 2.128 0.645 2.191
10 O 0.114 -0.504 2.687
11 O 1.969 2.571 1.131
12 O 2.057 -1.571 2.737
13 O -1.916 0.878 -1.108
14 H -1.675 -1.722 0.125
15 H -1.335 -3.421 -0.304
16 H 0.489 -1.165 -2.974
17 H 0.750 -0.195 -0.199
18 H -0.287 0.532 0.966
19 H 0.684 2.521 -0.822
20 H -0.867 2.400 -0.024
21 H -2.309 0.208 -1.722

***

No. 3
Computed, not measured: a single C3H3OP molecule at a distorted geometry, with ωB97M-V/def2-TZVPD.

Results
Relative energy (zero: lowest compared OMol25 entry of this formula, charge and spin) in kcal per mole: 100.0
Net charge: 0
Kohn-Sham gap (alpha / beta) in eV: 6.928 / 6.926
SMILES: OP=c1cc1
E_LUMO (alpha / beta) in Ha: 0.0113 / 0.0113

Geometry (Å):
1 O 0.743 -2.719 1.097
2 P 1.620 -2.017 -0.120
3 C 0.772 -0.112 -0.077
4 C 0.709 1.099 -0.755
5 C -0.310 0.909 0.105
6 H -0.002 -2.096 1.175
7 H 1.302 1.834 -1.315
8 H -1.078 1.001 0.843

***

No. 4
Computed, not measured: a molecular structure, C42H48N6O5PRhS2, with ωB97M-V/def2-TZVPD.

Results
Relative energy (zero: lowest compared OMol25 entry of this formula, charge and spin) in kcal per mole: 0.0
Multiplicity: 5
Net charge: +2
Kohn-Sham gap (alpha / beta) in eV: 8.147 / 6.447
Expectation value of S²: 6.013
E_LUMO (alpha / beta) in Ha: -0.1708 / -0.2558

Geometry (Å):
1 Rh -0.159 0.653 -0.202
2 C 0.451 2.691 3.604
3 C -0.084 1.263 3.608
4 C -1.496 1.185 3.032
5 C 0.868 0.260 2.952
6 C 2.156 0.041 3.754
7 O 3.213 0.229 2.788
8 C 2.645 0.568 1.626
9 N 1.367 0.639 1.600
10 C 3.643 0.851 0.559
11 C 4.920 1.189 1.023
12 C 5.971 1.407 0.152
13 C 5.769 1.252 -1.209
14 C 4.508 0.929 -1.680
15 C 3.420 0.748 -0.825
16 P 1.812 0.385 -1.648
17 C 1.877 1.374 -3.180
18 C 1.300 2.643 -3.156
19 C 1.367 3.471 -4.267
20 C 2.000 3.034 -5.423
21 C 2.558 1.763 -5.464
22 C 2.500 0.937 -4.351
23 C 1.990 -1.347 -2.168
24 C 1.273 -1.842 -3.259
25 C 1.337 -3.188 -3.588
26 C 2.103 -4.057 -2.820
27 C 2.799 -3.577 -1.720
28 C 2.743 -2.229 -1.394
29 H -0.168 3.326 4.239
30 H 0.423 3.112 2.595
31 H 1.474 2.755 3.982
32 H -0.148 0.921 4.648
33 H -1.506 1.410 1.963
34 H -2.146 1.918 3.512
35 H -1.931 0.195 3.183
36 H 0.333 -0.672 2.828
37 H 2.251 -0.963 4.160
38 H 2.298 0.766 4.553
39 H 5.088 1.266 2.086
40 H 6.946 1.673 0.539
41 H 6.587 1.381 -1.906
42 H 4.373 0.819 -2.745
43 H 0.765 2.968 -2.275
44 H 0.913 4.454 -4.236
45 H 2.048 3.675 -6.293
46 H 3.044 1.412 -6.365
47 H 2.942 -0.050 -4.407
48 H 0.668 -1.175 -3.863
49 H 0.800 -3.556 -4.452
50 H 2.164 -5.104 -3.086
51 H 3.397 -4.249 -1.119
52 H 3.300 -1.866 -0.538
53 S -0.592 3.183 0.078
54 C 0.811 4.179 0.094
55 N 1.983 3.710 0.496
56 C 3.215 4.497 0.540
57 C 2.862 5.965 0.710
58 C 1.846 6.373 -0.343
59 N 0.718 5.439 -0.321
60 H 1.975 2.753 0.818
61 H 3.791 4.331 -0.374
62 H 3.809 4.141 1.380
63 H 3.756 6.577 0.615
64 H 2.447 6.129 1.707
65 H 2.301 6.371 -1.337
66 H 1.462 7.372 -0.150
67 H -0.198 5.747 -0.606
68 C -3.224 -2.386 -2.822
69 S -1.529 -2.327 -2.271
70 C -1.243 -4.027 -1.815
71 H -3.819 -2.930 -2.093
72 H -3.263 -2.871 -3.798
73 H -3.574 -1.359 -2.899
74 H -1.285 -4.650 -2.709
75 H -1.999 -4.340 -1.097
76 H -0.247 -4.084 -1.378
77 O -2.461 -1.873 -0.181
78 C -1.570 -1.997 0.715
79 O -0.505 -1.329 0.753
80 C -1.805 -3.052 1.751
81 C -0.808 -3.423 2.653
82 C -1.044 -4.413 3.593
83 C -2.279 -5.046 3.645
84 C -3.246 -4.673 2.732
85 C -3.037 -3.693 1.786
86 N -4.561 -5.357 2.755
87 O -4.777 -6.110 3.677
88 O -5.370 -5.026 1.912
89 H 0.163 -2.955 2.590
90 H -0.266 -4.704 4.285
91 H -2.496 -5.820 4.367
92 H -3.826 -3.430 1.098
93 N -5.190 2.614 -3.496
94 C -4.149 2.032 -2.869
95 C -2.922 1.813 -3.521
96 C -1.877 1.262 -2.823
97 N -1.953 0.893 -1.534
98 C -3.136 1.078 -0.916
99 C -4.233 1.631 -1.523
100 H -5.158 2.795 -4.484
101 H -6.089 2.672 -3.051
102 H -2.790 2.084 -4.560
103 H -0.926 1.102 -3.315
104 H -3.194 0.746 0.113
105 H -5.150 1.757 -0.962

***

No. 5
Computed, not measured: a single C3H6FNS molecule at a distorted geometry, with ωB97M-V/def2-TZVPD.

Results
Relative energy (zero: lowest compared OMol25 entry of this formula, charge and spin) in kcal per mole: 38.4
Net charge: 0
Kohn-Sham gap in eV: 9.625
SMILES: C/C(CF)=N/S
E_LUMO in Ha: 0.0312

Geometry (Å):
1 C 1.978 -1.147 -0.150
2 C 0.753 -0.416 0.053
3 C 1.005 1.058 0.432
4 F 0.181 1.795 -0.426
5 N -0.351 -1.012 0.008
6 S -1.862 -0.348 0.003
7 H 2.737 -0.645 -0.801
8 H 2.460 -1.283 0.815
9 H 1.853 -2.197 -0.512
10 H 0.695 1.289 1.451
11 H 2.107 1.419 0.300
12 H -1.642 0.944 0.461

***

No. 6
Computed, not measured: 2 unconnected molecules or ions with the total composition C2H11N2O at a distorted geometry, with ωB97M-V/def2-TZVPD.

Results
Relative energy (zero: lowest compared OMol25 entry of this formula, charge and spin) in kcal per mole: 16.5
Net charge: +1
Kohn-Sham gap in eV: 11.643
E_LUMO in Ha: -0.1152

Geometry (Å):
1 C -1.466 -1.083 -1.182
2 N -0.953 0.304 -1.048
3 H -2.543 -1.098 -1.229
4 H -1.166 -1.659 -0.321
5 H -1.069 -1.551 -2.081
6 H -1.168 0.862 -1.867
7 H -1.406 0.711 -0.221
8 H 0.079 0.357 -0.687
9 N 1.459 -0.031 0.142
10 C 1.238 0.877 1.307
11 O -0.023 0.717 1.836
12 H 1.444 -1.018 0.409
13 H 2.442 0.077 -0.108
14 H 1.249 1.876 0.879
15 H 2.081 0.834 1.995
16 H -0.196 -0.175 2.175

***

No. 7
Computed, not measured: a single C4H6Cl2FN molecule at a distorted geometry, with ωB97M-V/def2-TZVPD.

Results
Relative energy (zero: lowest compared OMol25 entry of this formula, charge and spin) in kcal per mole: 72.0
Net charge: 0
Kohn-Sham gap in eV: 9.528
SMILES: C[C@]1(N)[C@H](Cl)[C@@]1(F)Cl
E_LUMO in Ha: 0.0196

Geometry (Å):
1 C 0.354 0.090 1.430
2 C -0.216 -0.291 0.085
3 N -1.668 -0.689 0.190
4 C 0.720 -0.641 -1.172
5 Cl 2.389 -0.861 -1.017
6 C 0.419 0.806 -0.976
7 F 1.382 1.588 -0.511
8 Cl -0.946 1.054 -2.207
9 H 1.259 0.707 1.332
10 H 0.550 -0.761 2.261
11 H -0.171 0.899 1.982
12 H -2.078 -0.232 1.137
13 H -2.184 -0.449 -0.703
14 H 0.191 -1.220 -1.831

***

No. 8
Computed, not measured: a single C26H31N5O2 molecule at a distorted geometry, with ωB97M-V/def2-TZVPD.

Results
Relative energy (zero: lowest compared OMol25 entry of this formula, charge and spin) in kcal per mole: 0.0
Net charge: 0
Kohn-Sham gap in eV: 8.604
SMILES: CC[C@H]1CCCCN1Cc1nc2c(c(=O)n(C)c(=O)n2C)n1Cc1cccc2ccccc12
E_LUMO in Ha: 0.0141

Geometry (Å):
1 C 1.375 3.811 -0.894
2 C -0.119 3.723 -0.602
3 C -0.453 2.608 0.417
4 C -1.135 3.162 1.674
5 C -2.554 3.632 1.376
6 C -3.344 2.474 0.781
7 C -2.622 1.927 -0.447
8 N -1.276 1.511 -0.093
9 C -0.646 0.753 -1.166
10 C 0.682 0.220 -0.760
11 N 1.815 0.536 -1.369
12 C 2.775 -0.135 -0.699
13 C 2.221 -0.873 0.336
14 C 3.022 -1.657 1.222
15 O 2.645 -2.323 2.169
16 N 4.376 -1.590 0.879
17 C 5.266 -2.368 1.726
18 C 4.960 -0.865 -0.152
19 O 6.157 -0.881 -0.348
20 N 4.112 -0.124 -0.946
21 C 4.640 0.676 -2.029
22 N 0.869 -0.623 0.277
23 C -0.143 -1.214 1.123
24 C -0.832 -2.351 0.401
25 C -0.047 -3.385 -0.047
26 C -0.585 -4.459 -0.765
27 C -1.923 -4.495 -1.035
28 C -2.773 -3.466 -0.581
29 C -4.159 -3.505 -0.845
30 C -4.989 -2.518 -0.398
31 C -4.463 -1.449 0.341
32 C -3.125 -1.380 0.612
33 C -2.231 -2.374 0.156
34 H 1.928 4.025 0.018
35 H 1.574 4.607 -1.609
36 H 1.736 2.873 -1.310
37 H -0.462 4.686 -0.219
38 H -0.649 3.543 -1.539
39 H 0.494 2.150 0.731
40 H -0.534 3.979 2.077
41 H -1.176 2.371 2.427
42 H -2.534 4.462 0.667
43 H -3.031 3.986 2.292
44 H -4.347 2.796 0.497
45 H -3.438 1.682 1.526
46 H -3.155 1.051 -0.827
47 H -2.628 2.691 -1.242
48 H -1.308 -0.088 -1.404
49 H -0.493 1.341 -2.084
50 H 5.005 -3.424 1.656
51 H 5.150 -2.050 2.762
52 H 6.286 -2.207 1.388
53 H 4.090 0.454 -2.942
54 H 4.529 1.736 -1.797
55 H 5.694 0.429 -2.144
56 H -0.837 -0.423 1.407
57 H 0.366 -1.601 2.010
58 H 1.012 -3.377 0.166
59 H 0.066 -5.253 -1.099
60 H -2.353 -5.314 -1.593
61 H -4.550 -4.340 -1.408
62 H -6.049 -2.555 -0.604
63 H -5.126 -0.674 0.699
64 H -2.752 -0.549 1.186